*P*
# C3H7N5

A cluster of 2 separate species, C3H7N5 in total (the ωB97M-V functional and the def2-TZVPD basis, OMol25).

```
15
C3H7N5, DFT the ωB97M-V functional and the def2-TZVPD basis
C -0.923 0.283 0.654
C -1.106 -0.829 1.620
C -0.161 0.196 -0.465
N 0.484 -1.005 -0.685
N 2.014 0.957 0.919
N 0.963 -1.175 -1.837
N 2.433 1.593 0.123
N 0.064 1.239 -1.342
H -1.465 1.200 0.844
H 1.412 -2.099 -1.877
H 0.305 0.933 -2.271
H -0.541 2.039 -1.283
H -0.332 -1.591 1.473
H -2.081 -1.296 1.482
H -1.064 -0.445 2.645
```

SMILES: [H]/N=N/C(N)=C\C.N#N
Charge: 0



*Q*
# C3H7N5

The molecule C3H7N5 (the ωB97M-V functional and the def2-TZVPD basis, OMol25).

```
15
C3H7N5, DFT the ωB97M-V functional and the def2-TZVPD basis
C 0.884 -1.756 0.540
C 0.305 -0.537 -0.052
C 0.270 1.286 -1.318
H 1.001 -2.656 -0.098
H 0.448 -2.029 1.522
H 1.954 -1.440 0.737
H 0.993 1.562 -3.041
H 0.014 2.061 0.451
H -2.542 -0.085 0.796
H -1.714 0.160 2.086
N 0.825 0.032 -1.069
N 0.398 2.027 -2.320
N -0.562 1.494 -0.092
N -0.587 0.253 0.604
N -1.685 -0.373 1.253
```

SMILES: [H]/N=c1\nc(C)n(N)[nH]1
Charge: 0



Most stable to least stable, the ends of the list are *P* and *Q*.



*P*
# C4H6ClF

The molecule C4H6ClF (the ωB97M-V functional and the def2-TZVPD basis, OMol25).

```
12
C4H6ClF, DFT the ωB97M-V functional and the def2-TZVPD basis
C 1.162 1.111 -0.105
C 0.927 -0.310 -0.150
C -0.267 -0.933 -0.008
C -1.598 -0.291 0.050
H 0.321 1.646 -0.474
H 1.251 1.271 0.963
H 2.074 1.526 -0.498
H -2.210 -0.486 -0.836
H -2.126 -0.867 0.828
H -1.650 0.804 0.330
F -0.377 -2.251 -0.122
Cl 2.494 -1.220 0.021
```

SMILES: C/C(F)=C(\C)Cl
Charge: 0



*Q*
# C4H6ClF

The molecule C4H6ClF (the ωB97M-V functional and the def2-TZVPD basis, OMol25).

```
12
C4H6ClF, DFT the ωB97M-V functional and the def2-TZVPD basis
C 0.892 0.441 -1.298
C 0.685 -0.068 0.121
C -0.700 0.078 0.696
C -1.461 -0.914 1.089
H 1.736 -0.002 -1.770
H 1.063 1.516 -1.177
H 0.027 0.221 -1.956
H 0.971 -1.122 0.155
H -0.963 -1.878 1.097
H -2.446 -0.676 1.460
F 1.467 0.694 0.931
Cl -1.269 1.712 0.649
```

SMILES: C=C(Cl)[C@@H](C)F
Charge: 0



*R*
# C4H6ClF

The molecule C4H6ClF (the ωB97M-V functional and the def2-TZVPD basis, OMol25).

```
12
C4H6ClF, DFT the ωB97M-V functional and the def2-TZVPD basis
C 1.478 -0.176 -0.175
C 0.255 -0.328 0.665
C -1.064 -0.090 -0.009
C -1.486 1.057 -0.465
H 2.221 0.220 0.465
H 1.427 0.474 -1.043
H 0.283 -1.362 0.934
H 0.302 0.155 1.618
H -2.416 1.196 -0.935
H -0.840 1.864 -0.345
F 1.823 -1.476 -0.555
Cl -1.982 -1.533 -0.154
```

SMILES: C=C(Cl)CCF
Charge: 0



Most stable to least stable, the ends of the list are *Q* and *R*.



*P*
# C3H8OS

A cluster of 2 separate species, C3H8OS in total (the ωB97M-V functional and the def2-TZVPD basis, OMol25).

```
13
C3H8OS, DFT the ωB97M-V functional and the def2-TZVPD basis
C 1.996 -0.215 0.534
C -1.165 0.555 -0.653
C -1.397 -0.890 -0.508
O -1.671 1.295 0.418
S -1.697 -1.549 0.910
H 0.911 -0.472 0.375
H 2.105 -0.131 1.661
H 2.268 0.704 -0.048
H -1.518 0.930 -1.603
H -0.089 0.884 -0.882
H -1.466 -1.444 -1.472
H 2.670 -1.081 0.301
H -0.947 1.414 0.968
```

SMILES: OCC=S.C
Charge: 0



*Q*
# C3H8OS

A cluster of 2 separate species, C3H8OS in total (the ωB97M-V functional and the def2-TZVPD basis, OMol25).

```
13
C3H8OS, DFT the ωB97M-V functional and the def2-TZVPD basis
C 1.628 0.203 -0.451
O 2.814 1.034 0.164
C 2.144 -1.148 -0.565
C -2.130 0.965 0.768
S -2.245 -0.580 -0.017
H 1.330 0.792 -1.306
H 0.897 0.354 0.369
H 3.461 0.341 0.080
H 2.779 -1.363 0.291
H 2.076 -1.733 -1.474
H -1.285 0.999 1.496
H -1.822 1.655 -0.020
H -3.363 -1.004 0.683
```

Charge: 0



Most stable to least stable, the ends of the list are *P* and *Q*.



*P*
# C3H8OS

The molecule C3H8OS (the ωB97M-V functional and the def2-TZVPD basis, OMol25).

```
13
C3H8OS, DFT the ωB97M-V functional and the def2-TZVPD basis
C -2.622 0.262 -0.175
C -0.369 -0.664 0.615
C 1.574 1.184 0.080
H -3.127 0.601 0.788
H -2.695 1.072 -1.120
H -2.992 -0.669 -0.583
H -0.846 -1.599 0.077
H -0.136 -0.514 1.715
H 2.081 1.518 1.051
H 2.475 1.417 -0.639
H 0.566 1.889 0.169
O -0.952 0.222 -0.061
S 1.299 -0.636 -0.255
```

SMILES: COCSC
Charge: 0



*Q*
# C3H8OS

A cluster of 2 separate species, C3H8OS in total (the ωB97M-V functional and the def2-TZVPD basis, OMol25).

```
13
C3H8OS, DFT the ωB97M-V functional and the def2-TZVPD basis
C -2.994 0.240 0.061
S -1.450 -0.887 -0.344
H -3.049 1.044 -0.661
H -3.867 -0.431 0.194
H -2.623 0.675 1.031
H -0.207 -0.637 -0.698
O 2.415 -1.425 -1.027
C 2.412 -0.281 -0.632
C 1.678 0.195 0.542
H 3.012 0.472 -1.188
H 0.812 -0.440 0.751
H 1.512 1.278 0.587
H 2.350 0.197 1.384
```

SMILES: CC=O.CS
Charge: 0



*R*
# C3H8OS

The molecule C3H8OS (the ωB97M-V functional and the def2-TZVPD basis, OMol25).

```
13
C3H8OS, DFT the ωB97M-V functional and the def2-TZVPD basis
C -1.435 -1.983 0.367
C 0.818 1.701 -0.141
C 0.737 0.269 0.306
O -0.275 -1.148 -1.918
S -0.661 -0.729 -0.418
H -1.849 -1.705 1.378
H -0.658 -2.805 0.419
H 0.028 2.461 -0.132
H 1.632 2.047 0.392
H 1.051 1.632 -1.168
H 0.558 0.188 1.363
H 1.533 -0.285 -0.064
H -1.479 0.356 -0.384
```

SMILES: C=[S@H](=O)CC
Charge: 0



Most stable to least stable, the ends of the list are *Q* and *R*.



*P*
# CH6NPS

A cluster of 2 separate species, CH6NPS in total (the ωB97M-V functional and the def2-TZVPD basis, OMol25).

```
10
CH6NPS, DFT the ωB97M-V functional and the def2-TZVPD basis
C -1.086 1.762 -0.718
N 0.995 -1.310 -1.556
P -0.806 0.742 0.604
S -2.124 -0.902 0.357
H 0.976 -0.630 -0.780
H -2.004 1.693 -1.451
H -0.576 2.696 -0.733
H 0.235 -1.206 -2.097
H 1.799 -1.004 -2.145
H -3.005 -0.438 -0.566
```

SMILES: C=PS.N
Charge: 0



*Q*
# CH6NPS

A cluster of 2 separate species, CH6NPS in total (the ωB97M-V functional and the def2-TZVPD basis, OMol25).

```
10
CH6NPS, DFT the ωB97M-V functional and the def2-TZVPD basis
C -1.322 -1.161 -1.444
N 1.853 1.395 1.516
P 1.783 -1.593 -1.217
S 0.096 -2.384 -1.799
H -1.093 -0.647 -0.409
H -2.156 -1.832 -1.540
H -1.278 -0.436 -2.184
H 0.776 1.513 1.555
H 2.269 2.041 2.183
H 2.132 0.499 1.539
```

Charge: 0



Most stable to least stable, the ends of the list are *P* and *Q*.



*P*
# CHClF2OS2

A cluster of 2 separate species, CHClF2OS2 in total (the ωB97M-V functional and the def2-TZVPD basis, OMol25).

```
8
CHClF2OS2, DFT the ωB97M-V functional and the def2-TZVPD basis
C -1.286 -0.322 -0.260
O 0.609 0.917 1.596
F -1.933 0.565 -1.065
F -1.008 -1.464 -0.882
S 2.193 1.644 -0.753
S 1.071 0.512 0.337
Cl 2.148 -1.335 0.353
H -1.795 -0.517 0.674
```

Charge: 0



*Q*
# CHClF2OS2

A cluster of 2 separate species, CHClF2OS2 in total (the ωB97M-V functional and the def2-TZVPD basis, OMol25).

```
8
CHClF2OS2, DFT the ωB97M-V functional and the def2-TZVPD basis
C -1.573 0.035 0.293
O 2.174 0.766 -1.713
F -2.778 0.100 0.899
F -0.762 0.823 1.054
S 3.557 -0.841 0.194
S 2.134 0.378 -0.290
Cl -0.899 -1.622 0.278
H -1.853 0.362 -0.715
```

Charge: 0



Most stable to least stable, the ends of the list are *Q* and *P*.



*P*
# C4H11NO

A cluster of 2 separate species, C4H11NO in total (the ωB97M-V functional and the def2-TZVPD basis, OMol25).

```
17
C4H11NO, DFT the ωB97M-V functional and the def2-TZVPD basis
C -0.611 -2.586 -0.490
C -0.434 -1.576 0.593
H -1.483 -3.243 -0.321
H -0.910 -2.176 -1.462
H 0.320 -3.124 -0.653
H -0.129 -2.061 1.528
H -1.248 -0.901 0.871
H 0.281 -0.814 0.272
C 1.554 1.789 -0.378
C 0.076 1.528 -0.365
O -0.552 0.832 -1.214
N -0.644 2.340 0.617
H 2.093 1.003 -0.898
H 1.875 1.979 0.666
H -1.633 2.185 0.458
H -0.411 2.032 1.564
H 1.857 2.794 -0.787
```

Expectation value of S²: 0.75
Charge: -1
Multiplicity: 2



*Q*
# C4H11NO

A cluster of 2 separate species, C4H11NO in total (the ωB97M-V functional and the def2-TZVPD basis, OMol25).

```
17
C4H11NO, DFT the ωB97M-V functional and the def2-TZVPD basis
C 0.566 -1.226 0.746
N 0.899 0.048 0.051
C 2.255 0.206 -0.463
H -0.314 -1.792 0.420
H 1.383 -1.912 0.498
H 0.506 -1.127 1.837
H 0.699 0.739 0.762
H 2.809 0.893 0.165
H 2.222 0.548 -1.515
H 2.724 -0.784 -0.546
C -2.248 0.939 0.576
C -2.295 0.380 -0.643
O -1.262 0.534 -1.521
H -3.202 1.176 1.044
H -1.475 1.682 0.685
H -2.891 -0.501 -0.933
H -0.375 0.196 -1.164
```

Expectation value of S²: 0.75
Charge: -1
Multiplicity: 2



Most stable to least stable, the ends of the list are *P* and *Q*.